Entry A
Density functional theory data (ωB97M-V with the def2-TZVPD basis set) for a single C21H23N3O4 molecule.

XYZ file:
```
51
Properties=species:S:1:pos:R:3
C 7.181 3.106 0.479
O 7.059 1.745 0.143
C 5.817 1.188 0.144
C 4.640 1.851 0.462
C 3.446 1.154 0.428
C 3.381 -0.193 0.099
C 2.069 -0.859 0.111
C 1.934 -2.207 0.740
N 1.124 -0.178 -0.412
N -0.178 -0.613 -0.418
C -0.920 -1.007 0.635
O -0.528 -1.146 1.779
C -2.393 -1.227 0.243
N -3.084 0.031 0.058
C -3.011 0.723 -1.101
O -2.315 0.353 -2.035
C -3.799 1.978 -1.138
C -5.061 2.126 -0.736
C -5.943 1.068 -0.243
C -6.833 1.338 0.796
C -7.673 0.351 1.277
C -7.653 -0.914 0.713
C -6.793 -1.185 -0.339
C -5.944 -0.205 -0.815
C 4.576 -0.855 -0.247
O 4.477 -2.156 -0.635
C 5.635 -2.825 -1.072
C 5.772 -0.159 -0.217
H 6.836 3.300 1.500
H 8.244 3.333 0.410
H 6.630 3.744 -0.219
H 4.637 2.893 0.736
H 2.525 1.657 0.674
H 1.371 -2.867 0.078
H 1.361 -2.112 1.664
H 2.901 -2.644 0.955
H -0.683 -0.303 -1.253
H -2.440 -1.787 -0.696
H -2.885 -1.789 1.038
H -3.592 0.414 0.837
H -3.264 2.812 -1.570
H -5.508 3.112 -0.776
H -6.850 2.325 1.236
H -8.349 0.571 2.090
H -8.314 -1.683 1.085
H -6.788 -2.165 -0.794
H -5.291 -0.411 -1.649
H 6.083 -2.328 -1.938
H 6.379 -2.908 -0.274
H 5.304 -3.822 -1.360
H 6.708 -0.627 -0.474
```

The charge is 0. The calculation puts the HOMO-LUMO gap at 0.3026 Ha. As for the SMILES: COc1ccc(/C(C)=N/NC(=O)CNC(=O)/C=C\c2ccccc2)c(OC)c1.

Here are the Löwdin charges for atoms 1 to 4, given in e:
1. C -0.090
2. O -0.080
3. C -0.270
4. C -0.022

***

Entry B
Density functional theory data (ωB97M-V with the def2-TZVPD basis set) for a single C21H23N3O4 molecule.

XYZ file:
```
51
Properties=species:S:1:pos:R:3
C -6.701 -0.910 1.360
C -6.010 -2.246 1.115
C -5.169 -2.232 -0.164
N -4.075 -1.305 -0.056
N -3.015 -1.606 0.694
C -2.215 -0.543 0.622
C -0.969 -0.347 1.236
C -0.301 0.830 1.006
C 1.025 1.016 1.660
O 1.298 0.542 2.746
N 1.909 1.766 0.950
C 3.277 1.949 1.384
C 4.236 1.136 0.552
C 5.217 1.746 -0.211
C 6.098 1.011 -1.003
C 5.946 -0.353 -1.003
C 4.955 -0.976 -0.240
C 4.091 -0.256 0.544
O 5.026 -2.331 -0.426
C 6.097 -2.545 -1.318
O 6.661 -1.303 -1.683
C -0.871 1.842 0.193
C -2.090 1.687 -0.402
C -2.789 0.480 -0.211
C -4.005 -0.082 -0.616
O -5.033 0.309 -1.402
C -4.946 1.592 -1.997
C -6.199 1.800 -2.832
H -7.320 -0.962 2.251
H -5.967 -0.120 1.503
H -7.332 -0.645 0.514
H -5.355 -2.483 1.954
H -6.756 -3.038 1.026
H -5.775 -1.931 -1.021
H -4.746 -3.225 -0.336
H -0.545 -1.107 1.873
H 1.698 1.998 -0.008
H 3.535 3.012 1.336
H 3.305 1.618 2.427
H 5.312 2.822 -0.191
H 6.864 1.488 -1.591
H 3.333 -0.739 1.139
H 6.864 -3.169 -0.831
H 5.729 -3.062 -2.219
H -0.344 2.778 0.073
H -2.503 2.485 -1.001
H -4.876 2.358 -1.214
H -4.050 1.647 -2.629
H -6.168 2.776 -3.306
H -6.267 1.033 -3.599
H -7.081 1.738 -2.200
```

The charge is 0. The calculation puts the HOMO-LUMO gap at 0.3054 Ha. As for the SMILES: CCCn1nc2cc(C(=O)NCc3ccc4c(c3)OCO4)ccc2c1OCC.

Here are the Löwdin charges for atoms 1 to 4, given in e:
1. C -0.100
2. C -0.227
3. C -0.131
4. N -0.088

***

Quick one: least stable of them? entry A

***

Entry A
Density functional theory data (ωB97M-V with the def2-TZVPD basis set) for an isolated ion of composition C4H12N2S and charge -1.

XYZ file:
```
19
Properties=species:S:1:pos:R:3
C -1.217 -1.823 0.580
N -0.417 -1.456 -0.618
C 0.203 -0.129 -0.465
C -0.948 0.936 -0.624
S -0.881 1.557 -2.357
C 1.044 0.116 0.796
N 1.718 1.416 0.883
H -0.786 -2.530 1.299
H -1.641 -0.947 1.067
H -2.053 -2.423 0.202
H 0.342 -2.136 -0.612
H 0.930 -0.091 -1.299
H -1.865 0.393 -0.461
H -0.879 1.798 0.046
H 0.148 2.447 -2.026
H 1.879 -0.599 0.691
H 0.711 -0.197 1.787
H 2.517 1.390 0.270
H 1.195 2.277 0.842
```

The charge is -1. Its multiplicity is 2. The calculation puts the HOMO-LUMO gap (spin up / spin down) at 0.0865 / 0.2973 Ha.

Here are the Löwdin charges for atoms 1 to 4, given in e:
1. C -0.158
2. N -0.091
3. C -0.492
4. C -0.615

***

Entry B
Density functional theory data (ωB97M-V with the def2-TZVPD basis set) for an isolated ion of composition C4H12N2S and charge -1.

XYZ file:
```
19
Properties=species:S:1:pos:R:3
C 1.311 0.931 -2.185
N 0.044 1.182 -1.544
C -0.349 0.403 -0.373
C 0.638 0.672 0.747
S 0.137 -0.087 2.321
C -0.527 -1.104 -0.733
N -1.582 -1.733 0.040
H 1.208 0.437 -3.164
H 1.958 0.363 -1.524
H 1.824 1.869 -2.410
H -0.710 1.457 -2.154
H -1.348 0.770 -0.140
H 0.554 1.727 0.942
H 1.665 0.384 0.560
H -0.530 -1.152 1.840
H -0.567 -1.166 -1.813
H 0.397 -1.578 -0.435
H -1.804 -2.648 -0.342
H -2.443 -1.205 -0.040
```

The charge is -1. Its multiplicity is 2. The calculation puts the HOMO-LUMO gap (spin up / spin down) at 0.0798 / 0.3087 Ha.

Here are the Löwdin charges for atoms 1 to 4, given in e:
1. C -0.234
2. N -0.121
3. C -0.484
4. C -0.556

***

Entry C
Density functional theory data (ωB97M-V with the def2-TZVPD basis set) for a 2-piece molecular cluster, C4H12N2S overall.

XYZ file:
```
19
Properties=species:S:1:pos:R:3
C -0.901 -0.948 1.931
C -0.108 -0.480 0.712
C -0.846 -0.954 -0.518
S 1.056 -2.102 -1.663
N -0.264 1.004 0.290
C 0.882 1.336 -0.507
N 0.575 2.607 -1.202
H -0.290 -0.701 2.801
H -1.111 -1.986 1.817
H -1.891 -0.478 1.895
H 0.930 -0.778 0.899
H -1.283 -0.231 -1.224
H -1.367 -1.902 -0.642
H 1.041 -3.231 -0.971
H -0.308 1.524 1.185
H 1.000 0.494 -1.187
H 1.858 1.505 -0.030
H 1.330 2.750 -1.862
H -0.304 2.570 -1.725
```

The charge is -1. Its multiplicity is 2. The calculation puts the HOMO-LUMO gap (spin up / spin down) at 0.1812 / 0.2552 Ha.

Here are the Löwdin charges for atoms 1 to 4, given in e:
1. C -0.103
2. C -0.486
3. C -0.281
4. S 0.066

***

Quick one: least stable of them? entry C

***

Entry A
Density functional theory data (ωB97M-V with the def2-TZVPD basis set) for a 2-piece molecular cluster, C2H3N2O2 overall.

XYZ file:
```
9
Properties=species:S:1:pos:R:3
C 0.094 1.573 0.257
C -0.152 -0.578 0.059
N -0.011 0.355 1.085
N -1.069 1.429 0.760
O 1.025 -1.368 -0.202
O 0.895 2.193 -0.407
H -1.210 -1.674 0.379
H -0.198 -0.224 -0.936
H 0.627 -1.705 -0.993
```

The charge is -1. The calculation puts the HOMO-LUMO gap at 0.2942 Ha.

Here are the Löwdin charges for atoms 1 to 4, given in e:
1. C -0.742
2. C -0.408
3. N -0.054
4. N 0.079

***

Entry B
Density functional theory data (ωB97M-V with the def2-TZVPD basis set) for an isolated ion of composition C2H3N2O2 and charge -1.

XYZ file:
```
9
Properties=species:S:1:pos:R:3
O -2.658 0.774 0.124
C -1.390 -0.178 0.044
O -1.487 -1.365 -0.195
N -0.147 0.409 0.427
C 0.991 -0.373 0.087
N 0.771 0.854 -0.607
H 0.813 -1.276 -0.496
H 1.777 -0.466 0.834
H 1.330 1.621 -0.219
```

The charge is -1. The calculation puts the HOMO-LUMO gap at 0.2671 Ha. As for the SMILES: O=C([O-])N1CN1.

Here are the Löwdin charges for atoms 1 to 4, given in e:
1. O -0.405
2. C -0.558
3. O -0.025
4. N -0.063

***

Entry C
Density functional theory data (ωB97M-V with the def2-TZVPD basis set) for a 2-piece molecular cluster, C2H3N2O2 overall.

XYZ file:
```
9
Properties=species:S:1:pos:R:3
C -2.015 -0.937 -0.358
C -0.921 -0.756 0.113
N 2.245 0.706 0.672
N 3.074 -0.034 0.060
O 2.897 -1.274 0.167
O 4.054 0.449 -0.469
H 2.391 1.803 0.581
H -3.026 -0.537 -0.749
H 0.051 -0.933 0.429
```

The charge is -1. The calculation puts the HOMO-LUMO gap at 0.2865 Ha.

Here are the Löwdin charges for atoms 1 to 4, given in e:
1. C -0.064
2. C -0.014
3. N -0.019
4. N -0.707

***

Quick one: least stable of them? entry C

***

Entry A
Density functional theory data (ωB97M-V with the def2-TZVPD basis set) for a single C3H6O2S molecule.

XYZ file:
```
12
Properties=species:S:1:pos:R:3
O 2.670 -0.588 0.631
C 2.208 0.207 -0.196
C 0.652 0.275 -0.436
C -0.251 -0.712 0.202
S -2.214 -0.664 -0.168
O -2.883 0.780 0.316
H 2.866 0.779 -0.808
H 0.637 0.255 -1.516
H 0.186 1.284 -0.223
H -0.149 -1.774 -0.178
H -0.253 -0.656 1.371
H -3.470 0.813 1.004
```

The charge is 0. The calculation puts the HOMO-LUMO gap at 0.3464 Ha. As for the SMILES: O=CCCSO.

Here are the Löwdin charges for atoms 1 to 4, given in e:
1. O 0.018
2. C -0.189
3. C -0.244
4. C -0.414

***

Entry B
Density functional theory data (ωB97M-V with the def2-TZVPD basis set) for a single C3H6O2S molecule.

XYZ file:
```
12
Properties=species:S:1:pos:R:3
O -1.861 -0.765 -0.329
C -0.547 -1.098 0.012
C 0.360 0.102 -0.162
S 2.304 -0.349 -0.164
C 0.041 1.470 0.227
O 0.033 1.029 -1.114
H -1.862 -0.396 -1.220
H -0.564 -1.411 1.059
H -0.164 -1.924 -0.603
H 2.353 -0.486 1.158
H -0.936 1.680 0.652
H 0.845 2.148 0.485
```

The charge is 0. The calculation puts the HOMO-LUMO gap at 0.3781 Ha. As for the SMILES: OC[C@]1(S)CO1.

Here are the Löwdin charges for atoms 1 to 4, given in e:
1. O -0.042
2. C -0.247
3. C -0.670
4. S 0.711

***

Entry C
Density functional theory data (ωB97M-V with the def2-TZVPD basis set) for a 2-piece molecular cluster, C3H6O2S overall.

XYZ file:
```
12
Properties=species:S:1:pos:R:3
C 0.391 -0.125 0.445
C -0.430 0.644 -0.220
C 1.342 0.212 1.640
O -1.908 0.879 -2.374
O -0.357 -0.918 -2.429
S -1.164 -0.129 -1.632
H 0.434 -1.103 -0.014
H -0.552 1.685 -0.309
H 1.256 1.252 1.942
H 0.977 -0.509 2.426
H 2.303 -0.177 1.252
H -2.293 -1.711 -0.728
```

The charge is 0. The calculation puts the HOMO-LUMO gap (spin up / spin down) at 0.3203 / 0.3204 Ha.

Here are the Löwdin charges for atoms 1 to 4, given in e:
1. C -0.186
2. C -0.228
3. C -0.045
4. O -0.355

***

Quick one: least stable of them? entry C